# C3H8NO

A cluster of 2 separate species, C3H8NO in total at a distorted geometry (wB97M-V/def2-TZVPD, OMol25).

Values from the calculation:
Max |F|, hartree/bohr: 0.105
Kohn-Sham gap (spin up / spin down), eV: 6.8 / 11.4
Energy above the lowest of the compared OMol25 structures with the same formula, charge and spin, kcal/mol: 37.3
Multiplicity: 3
LUMO energy (spin up / spin down), eV: -4.9 / -5.7
Total charge: +1

Cartesian coordinates (Å):
C: 1.3324 0.3167 -0.4583
C: -0.6645 -1.4312 0.2130
C: -0.5866 1.3674 0.6178
N: 0.0342 0.5002 -0.4045
O: -0.6170 -1.9891 -0.8974
H: 2.1082 0.5821 0.3680
H: 1.9200 -0.1691 -1.2051
H: -0.2316 -1.8896 1.0724
H: -0.2829 2.3280 0.5311
H: -1.6387 1.4561 0.7206
H: -0.3249 1.2296 1.6221
H: -0.6407 0.5395 -1.1492
H: -0.4080 -2.8407 -1.0306